Record 1
The following is a DFT calculation (ωB97M-V/def2-TZVPD) of 13 unconnected molecules or ions with the total composition C33H66Cl6O30.

```
135
Properties=species:S:1:pos:R:3
C -5.708 -3.686 -2.804
O -5.107 -3.192 -3.946
C -3.771 -2.945 -4.042
O -2.892 -3.166 -3.217
O -3.535 -2.357 -5.187
C -2.278 -1.826 -5.499
H -5.434 -3.148 -1.897
H -5.647 -4.770 -2.712
H -6.769 -3.444 -2.874
H -1.369 -2.340 -5.187
H -2.219 -0.827 -5.067
H -2.252 -1.594 -6.563
C 3.169 -6.581 3.798
O 2.655 -5.370 4.315
C 2.066 -5.349 5.527
O 1.907 -6.265 6.286
O 1.583 -4.091 5.700
C 0.880 -3.632 6.786
H 2.720 -7.421 4.327
H 4.229 -6.487 4.037
H 2.937 -6.633 2.735
H 1.461 -2.968 7.426
H 0.583 -4.495 7.382
H -0.019 -3.130 6.426
C -5.553 3.548 5.466
O -5.780 4.299 4.286
C -4.777 5.042 3.754
O -3.640 5.122 4.236
O -5.258 5.772 2.753
C -4.434 6.653 2.034
H -6.507 3.422 5.979
H -4.907 4.173 6.082
H -5.046 2.606 5.255
H -3.500 6.178 1.735
H -4.260 7.576 2.587
H -5.137 6.896 1.237
C 5.304 -2.878 -1.560
O 4.505 -2.491 -2.631
C 4.451 -1.226 -2.947
O 5.178 -0.344 -2.424
O 3.471 -1.155 -3.854
C 3.203 0.026 -4.549
H 5.153 -3.938 -1.355
H 5.107 -2.391 -0.605
H 6.347 -2.732 -1.842
H 3.410 0.782 -3.792
H 2.161 0.111 -4.857
H 3.879 0.156 -5.394
C 4.852 1.716 3.024
O 5.634 2.673 3.688
C 5.117 3.572 4.388
O 3.912 3.702 4.704
O 6.111 4.369 4.841
C 5.870 5.416 5.809
H 5.284 0.772 3.357
H 4.969 1.788 1.943
H 3.799 1.796 3.296
H 5.397 6.283 5.349
H 6.823 5.796 6.177
H 5.239 5.073 6.630
C -2.818 -6.870 0.663
O -3.774 -7.899 0.883
C -4.424 -8.478 -0.129
O -4.224 -8.117 -1.286
O -5.038 -9.520 0.382
C -5.899 -10.300 -0.424
H -3.149 -6.037 0.042
H -2.023 -7.339 0.084
H -2.323 -6.420 1.524
H -6.793 -9.755 -0.727
H -6.265 -11.142 0.164
H -5.422 -10.715 -1.312
C 0.831 -6.366 -3.815
O 1.967 -7.143 -3.956
C 2.549 -7.702 -2.915
O 2.180 -7.552 -1.725
O 3.636 -8.368 -3.351
C 4.617 -8.850 -2.417
H 1.014 -5.527 -3.145
H -0.027 -6.822 -3.320
H 0.414 -6.107 -4.788
H 5.227 -7.991 -2.136
H 5.331 -9.582 -2.794
H 4.113 -9.283 -1.552
C 0.663 -1.638 0.048
O 0.933 -0.271 0.410
C 0.160 0.770 -0.069
O -0.698 0.658 -0.964
O 0.371 1.836 0.631
C -0.330 3.052 0.274
H 1.183 -1.894 -0.874
H -0.403 -1.770 -0.137
H 1.030 -2.314 0.820
H 0.088 3.849 0.890
H -1.399 3.047 0.487
H -0.333 3.314 -0.784
C 2.903 5.822 -3.683
O 4.182 6.010 -3.090
C 4.362 5.887 -1.762
O 3.491 5.703 -0.920
O 5.675 5.977 -1.527
C 6.162 5.958 -0.207
H 2.071 5.977 -2.996
H 2.856 4.814 -4.094
H 2.654 6.483 -4.513
H 7.097 6.510 -0.303
H 6.392 4.995 0.249
H 5.515 6.547 0.442
C -3.233 3.431 -4.851
O -3.636 4.842 -4.930
C -4.269 5.438 -3.953
O -4.280 5.132 -2.808
O -4.759 6.624 -4.336
C -4.951 7.009 -5.645
H -2.687 3.255 -3.924
H -2.559 3.239 -5.686
H -4.030 2.692 -4.931
H -3.970 7.341 -5.983
H -5.608 7.871 -5.758
H -5.297 6.124 -6.180
C -0.472 1.450 5.132
Cl -1.892 0.568 4.444
Cl -0.691 1.728 6.901
H 0.422 0.874 4.891
H -0.448 2.414 4.623
C 2.307 9.317 1.821
Cl 2.590 10.066 3.397
Cl 0.717 8.495 1.861
H 2.223 10.039 1.009
H 3.121 8.622 1.616
C -5.136 1.127 0.556
Cl -6.432 0.578 1.611
Cl -5.843 1.293 -1.089
H -4.778 2.124 0.813
H -4.302 0.425 0.570
```

energy relative to the best compared isomer or geometry (same formula, charge and spin): 0.676 eV
multiplicity: 1
frontier orbital gap: 0.38887 Ha

Löwdin population analysis, charges in e, atoms 1 to 2: atom 1 (C): -0.07, atom 2 (O): 0.00



Record 2
The following is a DFT calculation (ωB97M-V/def2-TZVPD) of a molecular structure, C57H53BrCdFN6O8STe.

```
129
Properties=species:S:1:pos:R:3
Cd -0.133 1.268 0.641
C -2.153 5.157 3.057
C -1.732 4.691 4.454
C -0.254 4.330 4.526
C 0.528 5.088 5.393
C 1.912 5.039 5.364
C 2.525 4.296 4.373
C 1.788 3.520 3.485
C 2.505 2.885 2.328
C 2.475 3.811 1.109
C 0.394 3.436 3.638
N -0.329 2.520 2.837
C -1.361 1.969 3.386
C -2.301 1.157 2.697
C -3.512 0.642 3.158
C -4.074 -0.046 2.076
C -3.163 0.077 1.024
N -2.100 0.801 1.398
H -3.198 5.473 3.060
H -2.039 4.374 2.309
H -1.537 6.002 2.743
H -2.396 3.893 4.784
H -1.887 5.514 5.156
H 0.029 5.757 6.086
H 2.499 5.612 6.071
H 3.606 4.303 4.275
H 2.071 1.922 2.075
H 3.536 2.679 2.615
H 1.447 3.981 0.779
H 3.024 3.368 0.278
H 2.922 4.778 1.350
H -1.552 2.107 4.449
H -3.920 0.762 4.150
H -5.019 -0.568 2.048
H -3.243 -0.304 0.015
C -5.139 -4.417 -0.269
C -3.728 -4.989 -0.271
N -2.707 -3.954 -0.221
C -2.296 -3.500 1.008
C -1.383 -2.537 1.253
C -1.125 -2.204 2.741
O -1.718 -2.935 3.552
O -0.313 -1.281 2.938
C -0.717 -1.933 0.122
O 0.169 -1.090 0.116
C -1.207 -2.388 -1.219
C -0.648 -1.776 -2.332
C -1.076 -2.124 -3.589
F -0.482 -1.615 -4.681
C -2.112 -3.035 -3.732
C -2.689 -3.655 -2.638
C -2.209 -3.364 -1.356
N -2.735 -3.316 -5.039
C -2.458 -4.676 -5.603
C -3.632 -5.036 -6.539
N -4.414 -3.823 -6.758
C -3.586 -2.730 -7.258
C -2.582 -2.321 -6.152
H -5.878 -5.220 -0.297
H -5.304 -3.764 -1.127
H -5.303 -3.828 0.633
H -3.553 -5.614 -1.149
H -3.578 -5.627 0.600
H -2.763 -3.960 1.872
H 0.100 -1.002 -2.205
H -3.527 -4.325 -2.784
H -2.340 -5.372 -4.779
H -1.511 -4.607 -6.136
H -4.276 -5.778 -6.068
H -3.234 -5.466 -7.465
H -3.752 -3.311 -4.886
H -5.208 -3.995 -7.358
H -4.229 -1.887 -7.501
H -3.036 -3.008 -8.165
H -2.767 -1.331 -5.743
H -1.557 -2.361 -6.502
O -0.431 1.023 -3.487
C -0.953 1.900 -2.805
N -1.318 1.785 -1.507
S -2.020 3.136 -0.952
O -3.421 2.985 -0.664
O -1.188 3.711 0.088
C -1.866 4.075 -2.449
C -2.299 5.351 -2.753
C -2.098 5.797 -4.054
C -1.489 4.979 -5.005
C -1.072 3.695 -4.678
C -1.275 3.257 -3.382
H -2.771 5.976 -2.007
H -2.418 6.793 -4.333
H -1.340 5.354 -6.010
H -0.594 3.043 -5.399
Br 2.810 1.152 -5.892
C 3.641 0.831 -4.203
C 4.983 0.485 -4.179
C 5.581 0.239 -2.951
C 4.846 0.343 -1.779
C 3.506 0.705 -1.824
C 2.891 0.949 -3.049
C 2.715 0.825 -0.525
O 3.222 0.425 0.514
O 1.564 1.359 -0.690
H 5.544 0.409 -5.100
H 6.629 -0.034 -2.915
H 5.286 0.145 -0.811
H 1.842 1.212 -3.075
Te 2.078 -0.620 4.016
C 4.103 -0.107 4.487
C 4.530 -0.051 5.812
C 5.829 0.330 6.128
C 6.721 0.664 5.119
C 6.309 0.609 3.794
C 5.010 0.227 3.483
C 2.603 -2.640 3.621
C 1.649 -3.643 3.788
C 1.960 -4.965 3.500
C 3.227 -5.313 3.050
C 4.183 -4.320 2.899
C 3.875 -2.996 3.183
H 3.837 -0.309 6.603
H 6.144 0.365 7.164
H 7.734 0.962 5.363
H 7.000 0.867 2.999
H 4.691 0.179 2.447
H 0.666 -3.401 4.163
H 1.202 -5.728 3.639
H 3.468 -6.345 2.827
H 5.178 -4.570 2.548
H 4.635 -2.239 3.045
```

energy relative to the best compared isomer or geometry (same formula, charge and spin): 0.000 eV
multiplicity: 1
frontier orbital gap: 0.17343 Ha
total charge: -1

Löwdin population analysis, charges in e, atoms 1 to 2: atom 1 (Cd): 1.48, atom 2 (C): -0.08



Record 3
The following is a DFT calculation (ωB97M-V/def2-TZVPD) of a molecular structure, CH5BrN2.

```
9
Properties=species:S:1:pos:R:3
C -1.127 -0.068 -0.518
N 0.803 -0.269 0.741
N -0.106 -0.887 0.095
Br 2.497 0.811 -0.613
H -1.417 -0.473 -1.516
H -2.041 -0.060 0.103
H -0.658 0.976 -0.513
H 1.259 -0.861 1.404
H 0.788 0.831 0.817
```

energy relative to the best compared isomer or geometry (same formula, charge and spin): 0.871 eV
multiplicity: 1
frontier orbital gap (spin up / spin down): 0.27701 / 0.27559 Ha

Löwdin population analysis, charges in e, atoms 1 to 2: atom 1 (C): -0.11, atom 2 (N): -0.18



Record 4
The following is a DFT calculation (ωB97M-V/def2-TZVPD) of 10 unconnected molecules or ions with the total composition C30H90O40P10.

```
170
Properties=species:S:1:pos:R:3
C 1.950 -5.789 -3.662
O 1.280 -4.806 -2.878
P 1.893 -4.090 -1.623
O 2.510 -5.004 -0.661
O 2.920 -3.095 -2.273
C 3.366 -1.898 -1.595
O 0.731 -3.210 -1.028
C -0.123 -2.482 -1.886
H 2.952 -5.979 -3.268
H 2.127 -5.365 -4.651
H 1.396 -6.720 -3.714
H 2.792 -1.738 -0.683
H 3.136 -1.027 -2.209
H 4.436 -1.952 -1.435
H -0.318 -2.985 -2.830
H 0.282 -1.496 -2.123
H -1.115 -2.253 -1.493
C -0.920 1.075 -2.654
O -0.903 0.686 -1.266
P 0.349 0.983 -0.355
O 1.628 0.603 -0.944
O -0.021 0.327 1.028
C -0.168 -1.085 1.125
O 0.231 2.497 -0.017
C 1.107 3.133 0.931
H -0.968 0.209 -3.312
H -0.102 1.737 -2.938
H -1.823 1.681 -2.771
H -0.827 -1.331 1.956
H 0.785 -1.610 1.154
H -0.699 -1.474 0.255
H 1.845 2.426 1.318
H 0.570 3.472 1.811
H 1.637 3.946 0.447
C -4.010 -3.054 -3.387
O -3.906 -2.392 -4.650
P -2.539 -2.449 -5.465
O -1.403 -1.860 -4.774
O -3.005 -1.693 -6.764
C -3.252 -0.285 -6.740
O -2.390 -3.929 -5.922
C -3.434 -4.587 -6.668
H -4.524 -2.419 -2.667
H -3.030 -3.301 -2.969
H -4.558 -3.988 -3.520
H -4.321 -0.111 -6.634
H -2.892 0.151 -7.668
H -2.708 0.205 -5.930
H -4.256 -3.897 -6.848
H -3.731 -5.466 -6.105
H -3.039 -4.879 -7.638
C 5.153 -2.260 4.202
O 4.789 -0.995 3.670
P 4.082 -0.924 2.244
O 4.953 -1.163 1.101
O 2.812 -1.861 2.397
C 2.828 -3.251 2.032
O 3.477 0.519 2.276
C 2.513 0.904 3.245
H 4.550 -2.524 5.071
H 6.187 -2.173 4.541
H 5.136 -3.060 3.462
H 2.848 -3.866 2.932
H 3.656 -3.503 1.376
H 1.876 -3.431 1.538
H 2.648 0.361 4.185
H 1.506 0.703 2.884
H 2.640 1.953 3.500
C -0.017 -7.164 0.127
O -1.010 -6.134 0.019
P -2.394 -6.405 -0.714
O -2.818 -7.790 -0.757
O -2.203 -5.652 -2.103
C -1.396 -6.237 -3.114
O -3.362 -5.406 0.022
C -2.964 -4.035 0.151
H -0.205 -7.779 1.012
H 0.933 -6.643 0.174
H -0.032 -7.916 -0.667
H -1.967 -6.812 -3.842
H -0.579 -6.847 -2.731
H -0.941 -5.387 -3.616
H -1.902 -3.839 0.041
H -3.311 -3.702 1.128
H -3.582 -3.499 -0.573
C 5.983 5.812 -2.852
O 5.056 5.119 -2.013
P 5.229 5.211 -0.432
O 6.572 5.110 0.110
O 4.575 6.594 -0.068
C 3.257 6.983 -0.499
O 4.176 4.158 0.058
C 4.197 2.814 -0.457
H 6.359 5.096 -3.581
H 6.828 6.214 -2.288
H 5.545 6.660 -3.381
H 3.399 7.857 -1.133
H 2.681 7.254 0.381
H 2.746 6.178 -1.019
H 4.828 2.635 -1.326
H 3.189 2.488 -0.702
H 4.508 2.162 0.361
C 1.809 4.174 -2.791
O 0.389 4.305 -2.622
P -0.273 5.521 -1.894
O 0.238 5.850 -0.558
O -0.188 6.649 -2.981
C -0.494 8.010 -2.688
O -1.797 5.149 -1.906
C -2.324 4.340 -0.875
H 2.025 4.037 -3.848
H 2.113 3.281 -2.248
H 2.349 5.046 -2.424
H -0.817 8.127 -1.652
H -1.318 8.307 -3.332
H 0.381 8.635 -2.844
H -2.363 3.304 -1.212
H -3.307 4.678 -0.554
H -1.715 4.357 0.034
C 3.407 6.143 4.760
O 2.093 6.431 4.255
P 0.965 5.359 4.506
O 1.302 3.987 4.160
O 0.609 5.485 6.028
C 0.149 6.707 6.604
O -0.292 5.993 3.827
C -0.330 6.310 2.406
H 3.805 7.063 5.183
H 4.062 5.838 3.956
H 3.421 5.365 5.523
H 0.438 6.745 7.651
H -0.943 6.724 6.566
H 0.520 7.581 6.068
H 0.432 5.744 1.880
H -0.196 7.381 2.273
H -1.307 6.027 2.024
C 1.477 -5.027 6.527
O 0.485 -4.513 5.646
P -1.009 -5.037 5.627
O -1.255 -6.291 6.306
O -1.817 -3.764 6.128
C -2.411 -3.761 7.448
O -1.352 -5.066 4.091
C -1.212 -3.888 3.315
H 2.109 -5.718 5.975
H 1.044 -5.538 7.389
H 2.048 -4.197 6.940
H -2.304 -2.741 7.799
H -1.884 -4.474 8.085
H -3.447 -4.095 7.451
H -2.160 -3.395 3.093
H -0.723 -4.048 2.351
H -0.579 -3.141 3.807
C -3.540 0.338 0.297
O -4.023 0.491 -1.063
P -5.565 0.720 -1.310
O -6.186 1.634 -0.369
O -6.198 -0.735 -1.363
C -6.593 -1.425 -0.168
O -5.710 1.186 -2.790
C -5.031 0.551 -3.892
H -2.811 1.127 0.450
H -3.081 -0.641 0.403
H -4.394 0.485 0.956
H -6.065 -1.063 0.712
H -6.363 -2.489 -0.279
H -7.675 -1.377 -0.053
H -4.752 1.346 -4.584
H -5.737 -0.121 -4.372
H -4.100 0.059 -3.613
```

energy relative to the best compared isomer or geometry (same formula, charge and spin): 0.451 eV
multiplicity: 1
frontier orbital gap: 0.38792 Ha
SMILES string: COP(=O)(OC)OC.COP(=O)(OC)OC.COP(=O)(OC)OC.COP(=O)(OC)OC.COP(=O)(OC)OC.COP(=O)(OC)OC.COP(=O)(OC)OC.COP(=O)(OC)OC.COP(=O)(OC)OC.COP(=O)(OC)OC

Löwdin population analysis, charges in e, atoms 1 to 2: atom 1 (C): -0.07, atom 2 (O): -0.24